68
Properties=species:S:1:pos:R:3:lowdin_charge:R:1 method="wB97M-V/def2-TZVPD" de_lowest_kcal_mol=0.00 homo_energy_ev="-11.6 / -11.7" energy_ha=-5756.41810 spin_multiplicity=1 lumo_ev="-5.95 / -6.08" total_charge=+1
H -3.453 -1.244 0.935 0.11
H -4.586 -2.914 -1.384 0.12
C -4.527 -0.994 -2.328 -0.05
C 1.784 -3.198 -5.465 -0.07
H 3.108 -3.186 -0.548 0.02
C 0.564 -0.814 -4.763 -0.11
O 0.977 -0.070 1.680 -0.10
H -4.138 0.886 -3.278 0.11
H 0.785 -0.264 -6.816 0.11
H 2.274 -4.121 -5.731 0.11
C 1.385 -2.989 -4.157 -0.12
H 3.977 -2.560 0.855 0.03
C 1.568 -2.220 -6.421 -0.07
H 4.124 0.234 -2.755 0.02
N -0.946 2.259 -0.880 -0.07
C 1.331 -0.066 -1.193 -0.31
O 1.670 -1.606 3.140 0.08
H -2.102 5.144 -0.574 0.10
C -2.439 4.190 -0.975 0.01
C -3.116 -2.676 2.517 -0.03
C -2.350 0.006 -2.510 -0.11
H 3.360 1.827 0.217 0.02
N -1.432 1.677 1.561 0.00
C -2.774 3.695 1.974 0.02
N -1.495 -1.227 1.588 0.04
O -1.551 1.388 2.912 0.00
C -3.715 0.050 -2.742 -0.06
H -2.194 4.147 -2.034 0.09
H -2.344 4.693 1.920 0.10
C 3.737 0.886 0.604 -0.19
H 1.559 -3.752 -3.410 0.10
C -1.766 -1.090 -1.862 -0.35
C -2.180 -3.167 3.417 -0.02
C -2.601 -2.132 -1.444 -0.14
C -2.742 -1.683 1.626 -0.12
Ge 3.090 -0.619 -0.536 0.79
H -3.800 3.751 1.618 0.10
C 4.139 -0.717 -2.234 -0.18
H -1.724 0.796 -2.906 0.08
H 3.700 -1.474 -2.879 0.00
C -3.962 -2.084 -1.681 -0.07
H -3.517 4.123 -0.849 0.10
H -0.698 1.005 3.177 0.11
H 4.821 0.908 0.613 0.02
C 0.763 -1.800 -3.811 -0.30
C 3.086 -2.439 0.243 -0.20
C -0.897 -2.648 3.397 0.03
H 0.106 0.126 -4.486 0.10
C -0.599 -1.678 2.450 -0.18
H 3.363 0.740 1.609 0.01
Ge 0.214 -1.477 -1.928 0.87
H 5.171 -0.985 -2.038 0.03
H 0.354 -2.779 -1.150 0.02
O -0.522 2.300 -2.054 -0.07
C -1.993 2.753 1.128 -0.25
C -1.776 3.042 -0.277 -0.24
Pd -0.592 0.139 -0.039 0.90
H -4.121 -3.064 2.489 0.11
H -2.445 -3.935 4.128 0.12
C 0.848 -1.073 2.426 -0.65
H -5.589 -0.965 -2.525 0.12
H -2.774 3.355 3.004 0.09
H 2.222 -2.610 0.876 0.00
C 0.954 -1.028 -6.072 -0.07
H -0.116 -2.964 4.071 0.13
H 1.884 -2.387 -7.439 0.11
H -2.162 -3.017 -0.993 0.10
H 1.336 0.904 -1.687 0.01

65
Properties=species:S:1:pos:R:3:lowdin_charge:R:1 method="wB97M-V/def2-TZVPD" de_lowest_kcal_mol=4.36 homo_energy_ev=-9.0 energy_ha=-1641.98550 spin_multiplicity=1 lumo_ev=0.55
C -4.887 2.062 0.213 -0.04
C 0.054 -3.898 0.536 -0.18
C 3.659 0.340 1.579 -0.08
H 2.717 4.483 -0.293 0.10
H 1.634 -0.392 -4.233 0.17
C 5.403 1.912 0.685 -0.04
N 0.820 -0.263 -3.650 0.14
C -3.204 4.051 1.145 -0.08
H 4.450 -0.063 2.212 0.12
H -4.780 -0.808 -0.128 0.08
C -0.365 -3.361 -0.675 -0.03
C -4.461 4.381 0.667 -0.09
H -2.943 -4.927 1.709 0.10
C 4.807 4.023 -0.284 -0.10
H -2.020 -2.943 -1.960 0.10
C -1.703 -3.375 -1.021 -0.08
C -0.479 -0.148 -3.990 -0.16
C 0.901 -0.197 -2.289 -0.08
C 2.227 -0.408 -1.663 -0.42
N -1.240 -0.018 -2.940 0.11
O 3.576 -2.509 2.073 0.13
C -0.883 -4.456 1.394 -0.03
C -4.188 -0.776 0.784 -0.03
C -3.110 0.298 0.698 -0.30
H 2.065 2.381 0.806 0.11
C 3.355 -0.686 0.477 -0.18
C -2.633 -3.945 -0.168 -0.11
C -2.220 -4.486 1.038 -0.08
H 2.050 -4.697 0.423 0.15
C -5.299 3.384 0.202 -0.08
H -4.845 -0.578 1.626 0.09
O -0.295 0.149 0.521 0.04
H -1.814 2.472 1.533 0.11
H 6.814 3.292 -0.136 0.10
H -6.280 3.634 -0.175 0.10
C -3.633 1.721 0.702 -0.18
C 1.515 -3.864 0.899 -0.09
O 3.188 -0.700 -2.362 0.07
C -0.408 -0.045 -1.855 -0.14
C 3.037 -2.050 1.102 -0.43
H -3.721 -1.749 0.921 0.06
C 5.772 3.095 0.070 -0.09
N -2.311 0.101 -0.498 0.13
H 1.668 -3.929 1.981 0.13
H 4.225 -0.807 -0.183 0.17
H -3.678 -3.971 -0.443 0.10
H -2.542 4.824 1.508 0.10
H -2.414 0.181 1.537 0.15
H -0.834 -0.162 -5.001 0.12
H 2.759 0.472 2.182 0.13
H 6.157 1.187 0.957 0.11
C 3.106 2.581 0.600 -0.04
H -5.555 1.300 -0.157 0.10
H 5.095 4.946 -0.766 0.10
C -0.974 0.077 -0.502 -0.41
C 3.474 3.763 -0.018 -0.08
H 1.356 -0.081 0.146 0.10
H -0.565 -4.870 2.340 0.11
N 2.248 -0.256 -0.334 0.13
C -2.795 2.731 1.162 -0.03
O 2.065 -2.641 0.416 0.01
C 4.068 1.645 0.959 -0.23
H -2.769 0.091 -1.400 0.14
H 0.366 -2.925 -1.338 0.11
H -4.785 5.411 0.657 0.10

27
Properties=species:S:1:pos:R:3:lowdin_charge:R:1 method="wB97M-V/def2-TZVPD" de_lowest_kcal_mol=73.40 homo_energy_ev=-8.0 energy_ha=-482.79820 spin_multiplicity=1 lumo_ev=0.95
H -0.078 3.952 -2.532 0.09
C 0.921 -0.615 0.386 -0.13
H -0.302 -3.772 -2.026 0.11
H -0.530 0.759 3.151 0.13
H 1.179 2.684 -2.526 0.09
N -0.961 2.799 1.531 0.06
C 0.121 -4.196 -0.981 -0.17
H 1.436 4.255 -1.741 0.05
C -1.081 -4.101 -0.009 -0.21
H 0.763 -3.443 -0.601 0.01
C -0.787 3.480 0.279 -0.08
C -0.100 1.610 1.299 -0.22
H -0.697 3.346 2.371 0.14
C 0.071 2.909 -0.616 -0.20
C 0.851 0.425 -0.471 -0.06
C 0.612 -0.513 1.718 -0.11
H -0.867 -3.943 1.061 0.04
C 0.354 1.610 -0.011 -0.18
H 1.203 -1.638 -0.030 0.10
H 0.438 -5.172 -1.184 0.03
H -1.572 -3.138 -0.463 0.08
H -2.054 -4.798 0.058 0.09
C 0.716 3.484 -1.865 -0.05
H 0.922 0.372 -1.650 0.16
H -1.452 4.309 0.155 0.11
C -0.152 0.550 2.138 -0.05
H 1.047 -1.217 2.562 0.15

77
Properties=species:S:1:pos:R:3:lowdin_charge:R:1 method="wB97M-V/def2-TZVPD" de_lowest_kcal_mol=32.08 homo_energy_ev=-7.0 energy_ha=-4681.02516 spin_multiplicity=1 lumo_ev=-0.86
C -2.161 1.480 3.438 0.01
C 0.080 -2.188 -4.564 -0.11
H -3.741 -1.071 -3.916 0.00
C -1.741 0.667 2.308 -0.20
H 3.457 4.182 -1.230 0.09
H -0.978 -1.219 4.349 0.11
C -4.430 -0.832 -3.153 -0.15
N -0.759 -2.639 1.256 0.01
H 1.926 3.666 -3.023 0.10
H 5.897 2.184 2.725 0.03
C 2.658 3.125 3.046 -0.20
C -2.079 2.840 3.258 -0.05
H -0.408 -4.082 -5.487 0.10
H 5.008 1.022 1.688 0.01
H 0.906 -2.000 -5.204 0.09
C -0.343 -1.221 -3.640 -0.06
C 4.644 4.880 1.373 -0.19
H 1.749 -4.752 -0.881 0.06
H -2.673 -1.265 4.067 0.07
H 3.887 5.556 1.016 0.01
H 5.047 5.268 2.336 0.05
H -2.164 1.098 4.485 0.13
C -1.748 -1.550 3.607 -0.02
Si 3.882 3.197 1.613 0.52
H 1.327 -6.234 0.004 0.12
H -1.691 4.507 1.838 0.11
H 2.610 2.139 3.479 -0.01
C -1.856 -2.814 -2.675 -0.08
C 5.340 2.042 1.799 -0.18
N -1.336 1.187 1.138 0.06
H 6.074 2.238 0.991 0.04
C 2.898 -4.992 0.946 -0.08
C 0.995 2.055 -1.919 -0.11
N -1.703 -0.530 -1.757 -0.12
H -1.108 2.923 -0.007 0.10
H 2.935 -5.705 1.734 0.05
N -0.975 -1.331 1.197 -0.05
C 1.908 1.519 0.193 -0.73
N 1.084 1.275 -0.861 -0.05
C 2.784 2.623 0.147 -0.22
H -4.937 -1.535 -0.215 0.01
C -1.469 -3.737 -3.632 -0.10
H -2.871 2.118 -2.383 0.03
Si -3.466 -0.132 -1.633 0.46
H 2.949 3.829 3.817 0.02
H -3.330 -1.596 0.389 0.00
C -3.651 1.712 -1.723 -0.19
C -1.347 -1.506 -2.666 -0.48
H -4.373 -0.138 0.720 0.06
H -4.952 -1.744 -2.799 0.03
H -2.269 3.520 4.074 0.10
C -1.575 -0.789 2.324 -0.23
N 0.459 -4.435 0.651 -0.02
C -1.414 2.534 0.928 -0.10
C 1.880 3.160 -2.066 -0.06
H 2.851 -4.003 1.333 0.06
H -4.593 2.010 -2.229 0.03
C 1.641 -5.168 0.094 -0.25
H 3.801 -5.234 0.362 0.08
C -1.749 3.422 1.965 -0.02
H -0.184 -5.021 1.270 0.17
C -0.578 -3.391 -4.658 -0.12
H 1.644 3.380 2.655 0.03
H -1.742 -2.613 3.372 0.07
H 5.433 4.879 0.599 0.04
H -5.131 -0.061 -3.512 0.02
H 0.116 2.002 -2.627 0.13
H -1.762 -4.817 -3.603 0.11
H -3.614 2.158 -0.721 0.01
S 1.084 -2.217 -0.704 0.75
H 0.107 -0.244 -3.697 0.08
C 2.764 3.392 -1.041 -0.08
C 0.138 -3.146 0.433 -0.73
H -2.574 -3.126 -1.947 0.10
S 1.777 0.356 1.442 0.71
Ga -0.203 -0.127 -0.240 0.20
C -4.065 -0.942 -0.048 -0.17

17
Properties=species:S:1:pos:R:3:lowdin_charge:R:1 method="wB97M-V/def2-TZVPD" homo_energy_ev=-5.7 energy_ha=-978.64305 spin_multiplicity=1 lumo_ev=3.40 total_charge=-1
C -1.619 -3.057 0.846 0.00
Si 2.861 -0.026 0.515 0.38
H -1.863 -4.012 1.092 -0.04
C -1.922 1.556 -1.098 -0.74
H 3.023 0.884 1.611 -0.09
H -0.990 -1.122 -0.144 -0.03
C -1.414 -2.118 0.094 0.00
O -1.783 1.803 0.209 -0.16
Si -0.177 1.066 0.251 0.28
H -0.465 0.061 1.351 0.02
H 0.458 2.436 0.366 0.02
N -0.837 0.795 -1.310 0.04
H 2.756 -1.380 0.809 -0.09
O 1.482 0.380 -0.154 -0.58
O -2.867 1.752 -1.849 0.01
H 3.848 0.445 -0.430 -0.09
H -0.490 0.539 -2.158 0.07

14
Properties=species:S:1:pos:R:3:lowdin_charge:R:1 method="wB97M-V/def2-TZVPD" de_lowest_kcal_mol=47.39 homo_energy_ev=-10.1 energy_ha=-412.13342 spin_multiplicity=1 lumo_ev=0.32
H 1.505 2.052 0.862 0.19
N 0.876 -0.904 -0.225 0.02
C -1.586 -0.544 -0.301 -0.21
N -0.394 -1.010 0.407 -0.10
H -1.456 -0.913 -1.393 0.14
H 0.721 0.792 1.625 0.06
H 1.053 -1.352 -1.126 0.14
H -2.538 -0.988 0.216 0.16
H -0.542 -1.983 0.709 0.13
C -1.594 0.913 -0.312 -0.22
N -1.577 2.089 -0.309 0.15
N 1.556 0.926 1.085 0.12
O 2.352 0.648 -1.100 0.00
C 1.626 0.276 -0.137 -0.59

133
Properties=species:S:1:pos:R:3:lowdin_charge:R:1 method="wB97M-V/def2-TZVPD" homo_energy_ev=-7.0 energy_ha=-5075.47186 spin_multiplicity=1 lumo_ev=0.51
H -3.285 2.385 -7.623 0.11
H 0.508 -2.584 -2.401 0.09
H 2.047 0.808 6.370 0.10
N -0.082 0.862 -1.510 0.02
N 1.710 -2.682 1.093 0.16
N -1.199 1.185 -6.701 0.13
N 0.143 -1.590 2.263 0.11
H -0.665 -6.145 3.097 0.10
H 5.423 0.139 0.238 0.07
C -2.861 3.585 3.312 -0.08
C 1.180 -2.472 2.290 -0.40
C 1.800 0.828 2.986 -0.30
C 1.764 2.779 0.964 -0.29
H 1.077 -0.320 -4.990 0.15
H 6.431 -1.013 -0.650 0.08
H 1.173 -3.262 5.569 0.13
C 0.004 0.584 -6.398 -0.52
H 0.552 -7.644 1.548 0.10
C -4.129 0.107 -4.659 -0.03
C -3.591 -3.495 0.848 -0.11
C -1.925 1.835 1.932 -0.27
N 0.278 0.287 -5.082 0.15
C -3.109 0.805 -0.685 -0.18
H -0.904 2.760 -4.797 0.12
C 3.069 -0.570 -0.956 -0.11
H -6.913 -0.333 -4.819 0.08
C -0.637 -4.146 0.345 -0.32
C 1.143 3.959 0.546 -0.11
C 1.945 -0.462 -0.495 -0.14
H 1.448 -1.840 0.471 0.00
C 4.492 -2.090 -2.245 -0.06
H -1.910 -1.724 5.635 0.10
N -0.118 -1.971 4.593 -0.03
H 4.156 -2.917 -1.616 0.08
C 3.154 2.704 0.884 -0.08
C -1.563 -2.746 -1.885 -0.32
H -0.625 -0.622 6.119 0.09
H 5.513 -2.298 -2.574 0.08
C -5.156 0.823 -5.263 -0.28
C 3.274 4.959 0.058 -0.09
O -1.418 -0.503 3.514 0.04
C -0.839 -1.646 5.811 -0.01
H 3.860 5.809 -0.268 0.10
C 4.435 -0.762 -1.476 -0.63
H 0.520 3.648 3.473 0.11
C -0.693 -3.082 -4.117 -0.09
C 3.502 -0.023 5.035 -0.09
P 0.758 1.353 1.565 1.09
C 3.818 -0.292 3.711 -0.08
C 0.464 -6.253 -0.085 -0.08
C -0.880 -4.578 1.653 -0.12
C 4.811 0.400 -2.404 -0.05
H -4.588 -0.148 2.498 0.10
H -1.197 1.510 -7.655 0.14
C 2.959 0.098 2.697 -0.12
C 0.929 -2.828 4.610 -0.04
C -3.047 -3.308 -3.698 -0.09
H -5.437 -4.253 1.620 0.10
H -1.313 3.794 -2.573 0.12
C -5.135 -2.187 2.142 -0.08
C -1.588 3.977 3.707 -0.08
H 2.650 -3.047 1.034 0.12
H -3.689 -2.921 -1.684 0.10
H 0.971 -6.915 -0.777 0.10
C -0.477 3.325 3.196 -0.11
C -0.903 2.795 -2.644 -0.02
H -6.068 -2.114 2.690 0.10
C 1.891 5.037 0.102 -0.08
P -1.137 -2.429 -0.125 1.10
C 1.470 1.058 4.319 -0.08
C -0.506 -1.312 3.427 -0.51
H 0.727 -0.597 -2.692 0.08
H 3.850 -2.050 -3.127 0.08
C -0.490 -2.785 -2.778 -0.15
H 5.817 0.256 -2.807 0.08
C 0.205 0.349 -2.702 -0.06
H 4.110 0.468 -3.236 0.08
H 3.662 1.800 1.182 0.08
C -0.092 0.964 -3.910 -0.21
C -0.676 2.226 -3.886 0.01
C 0.043 -5.005 -0.516 -0.08
H -4.126 0.451 -0.499 0.02
C -3.027 2.530 2.427 -0.08
H 4.734 -0.819 3.471 0.10
H 2.443 -3.784 3.476 0.12
H 4.173 -0.329 5.828 0.10
C -0.608 2.089 -1.497 -0.17
Si -1.988 0.283 0.817 0.63
H -4.046 -3.530 -4.054 0.11
C 3.902 3.785 0.445 -0.08
H 4.786 1.343 -1.857 0.08
H 0.143 -3.108 -4.805 0.11
H -6.646 1.027 -3.732 0.08
H -2.778 0.359 -1.627 0.01
C -4.825 1.642 -6.335 -0.05
H -3.157 1.886 -0.828 0.02
O 0.814 0.339 -7.274 0.07
H -0.539 -2.338 6.594 0.09
C 1.606 -3.102 3.476 0.00
C -4.783 -3.393 1.542 -0.08
H -0.807 2.507 -0.521 0.08
H 0.544 1.561 4.561 0.10
C 0.226 -6.665 1.217 -0.09
H 3.172 -0.160 1.666 0.07
H 5.139 -1.602 0.407 0.08
H -4.356 -0.555 -3.832 0.11
H 4.982 3.709 0.411 0.10
H -3.302 -4.439 0.400 0.11
H 0.066 4.051 0.590 0.10
C -3.518 1.748 -6.776 -0.03
C -2.848 -2.985 -2.362 -0.07
H -3.726 4.107 3.703 0.10
C -0.456 -5.825 2.083 -0.08
H -2.135 -3.600 -5.618 0.11
H -4.026 2.241 2.120 0.10
H -7.247 1.314 -5.371 0.07
C -3.112 -1.164 1.315 -0.29
C -2.816 0.199 -5.091 -0.01
H -2.064 -0.404 -4.605 0.09
C -0.646 2.253 2.318 -0.38
H -1.440 -3.942 2.325 0.11
H 1.389 5.946 -0.203 0.10
C 5.417 -0.813 -0.296 -0.06
C -6.573 0.703 -4.771 -0.05
C 2.315 0.629 5.335 -0.08
H -1.460 4.798 4.401 0.10
Fe 0.132 -0.421 0.259 -0.09
C -2.493 1.036 -6.157 -0.24
C -1.974 -3.355 -4.576 -0.09
H 0.254 -4.705 -1.532 0.09
C -4.308 -1.084 2.027 -0.08
C -2.752 -2.381 0.736 -0.37
H -5.600 2.205 -6.842 0.11